Record 1
{"formula": "C30H72N4O12S3", "method": "ωB97M-V with the def2-TZVPD basis set", "e_homo_ev": -8.1101, "gap_ev": 8.473, "energy_ha": -3502.4201, "total_charge": 0, "species": ["C", "C", "N", "C", "C", "C", "C", "H", "H", "H", "H", "H", "H", "H", "H", "H", "H", "H", "H", "H", "H", "H", "C", "C", "N", "C", "C", "C", "C", "H", "H", "H", "H", "H", "H", "H", "H", "H", "H", "H", "H", "H", "H", "H", "C", "C", "N", "C", "C", "C", "C", "H", "H", "H", "H", "H", "H", "H", "H", "H", "H", "H", "H", "H", "H", "H", "C", "C", "N", "C", "C", "C", "C", "H", "H", "H", "H", "H", "H", "H", "H", "H", "H", "H", "H", "H", "H", "H", "C", "C", "O", "S", "O", "O", "O", "H", "H", "H", "H", "C", "C", "O", "S", "O", "O", "O", "H", "H", "H", "H", "C", "C", "O", "S", "O", "O", "O", "H", "H", "H", "H"], "xyz": [[-3.60, -6.83, 2.22], [-3.45, -5.31, 2.43], [-2.31, -4.96, 3.27], [-0.97, -5.21, 2.63], [-0.01, -5.32, 3.83], [-2.55, -3.69, 3.96], [-2.39, -2.42, 3.07], [-4.45, -7.05, 1.57], [-3.64, -7.39, 3.16], [-2.79, -7.30, 1.67], [-3.31, -4.88, 1.44], [-4.41, -5.01, 2.83], [-0.89, -6.19, 2.17], [-0.64, -4.58, 1.81], [-0.22, -6.12, 4.54], [1.05, -5.29, 3.59], [-0.03, -4.39, 4.40], [-1.87, -3.55, 4.80], [-3.57, -3.69, 4.35], [-2.65, -1.53, 3.65], [-3.17, -2.56, 2.32], [-1.45, -2.39, 2.53], [2.09, -2.55, 2.58], [1.93, -2.26, 4.10], [3.14, -1.71, 4.69], [4.19, -2.66, 4.75], [3.99, -3.97, 5.62], [2.86, -0.96, 5.99], [2.12, 0.38, 5.73], [2.51, -1.76, 1.95], [1.07, -2.71, 2.23], [2.68, -3.43, 2.32], [1.18, -1.48, 4.26], [1.50, -3.07, 4.70], [4.40, -2.92, 3.71], [5.11, -2.27, 5.18], [4.93, -4.53, 5.65], [3.55, -4.02, 6.62], [3.27, -4.60, 5.08], [3.80, -0.73, 6.49], [2.41, -1.61, 6.74], [1.08, 0.16, 5.50], [2.39, 0.99, 4.87], [2.06, 0.99, 6.64], [-2.41, 4.95, -2.58], [-2.69, 6.23, -1.80], [-3.07, 7.36, -2.65], [-4.30, 7.01, -3.37], [-4.99, 8.21, -4.15], [-3.27, 8.52, -1.77], [-4.41, 8.51, -0.81], [-1.79, 4.96, -3.47], [-3.38, 4.55, -2.88], [-1.94, 4.30, -1.83], [-3.51, 5.92, -1.14], [-1.83, 6.49, -1.17], [-4.29, 6.17, -4.06], [-5.09, 6.76, -2.66], [-5.37, 7.72, -5.04], [-5.67, 8.67, -3.43], [-4.26, 8.93, -4.51], [-3.36, 9.41, -2.39], [-2.39, 8.76, -1.18], [-5.39, 8.29, -1.24], [-4.58, 9.54, -0.50], [-4.20, 7.99, 0.13], [-1.27, -0.67, 0.22], [0.24, -0.50, 0.08], [0.42, 0.90, -0.32], [0.53, 1.72, 0.91], [0.30, 3.20, 0.61], [1.71, 1.02, -0.99], [3.01, 0.35, -0.47], [-1.41, -1.75, 0.24], [-1.79, -0.40, -0.70], [-1.77, -0.13, 1.03], [0.74, -0.74, 1.02], [0.67, -1.23, -0.60], [1.51, 1.58, 1.36], [-0.25, 1.53, 1.65], [1.20, 3.61, 0.14], [-0.02, 3.66, 1.54], [-0.50, 3.43, -0.10], [1.62, 0.61, -2.00], [1.99, 2.05, -1.22], [3.83, 0.45, -1.18], [3.36, 0.75, 0.48], [2.80, -0.71, -0.35], [6.58, 3.26, -3.67], [6.14, 3.02, -5.08], [4.80, 3.35, -5.26], [4.03, 3.17, -3.87], [3.34, 1.88, -3.91], [3.27, 4.32, -3.48], [5.38, 3.05, -2.91], [7.04, 4.24, -3.57], [7.33, 2.52, -3.38], [6.26, 2.00, -5.45], [6.69, 3.54, -5.86], [-1.34, 1.75, -3.58], [-0.62, 0.44, -3.95], [-0.90, 0.30, -5.27], [-2.51, 0.65, -5.52], [-3.34, -0.46, -5.08], [-2.76, 1.17, -6.90], [-2.51, 1.81, -4.33], [-0.70, 2.60, -3.79], [-1.60, 1.73, -2.52], [-0.76, -0.51, -3.43], [0.44, 0.71, -4.01], [0.48, -7.07, -3.36], [0.07, -7.53, -1.96], [-0.12, -6.35, -1.31], [1.01, -5.20, -1.72], [2.32, -5.44, -1.14], [0.35, -3.88, -1.68], [1.02, -5.80, -3.24], [-0.44, -7.06, -3.94], [1.21, -7.69, -3.88], [0.94, -8.02, -1.50], [-0.85, -8.11, -1.92]], "mulliken_charge": [-1.39, -0.34, 0.16, 0.18, -1.09, -1.14, -0.54, 0.43, 0.33, 0.27, 0.22, 0.43, 0.27, 0.00, 0.33, 0.46, -0.05, 0.33, 0.49, 0.52, 0.37, -0.16, -1.06, -0.73, 0.18, -0.64, -0.95, -0.41, -1.21, 0.43, -0.04, 0.45, 0.10, 0.44, 0.34, 0.45, 0.39, 0.28, 0.18, 0.44, 0.32, 0.30, 0.30, 0.40, -0.50, -0.46, -0.07, -0.53, -1.27, -0.67, -1.09, 0.35, 0.28, -0.37, 0.28, 0.48, 0.41, 0.41, 0.40, 0.24, 0.32, 0.39, 0.43, 0.28, 0.41, 0.30, -1.41, -0.13, 0.88, -0.21, -1.38, -0.44, -1.31, 0.31, 0.20, 0.28, -0.19, 0.62, 0.16, 0.54, 0.31, 0.46, 0.08, -0.11, 0.33, 0.43, 0.32, 0.21, -0.17, -0.46, -0.32, 1.21, -0.50, -0.59, -0.32, 0.29, 0.28, 0.28, 0.32, -0.10, 0.25, -0.43, 1.01, -0.54, -0.55, -0.31, 0.25, 0.14, 0.30, -0.02, -0.37, -0.34, -0.26, 1.13, -0.58, -0.42, -0.33, 0.26, 0.28, 0.30, 0.29]}

***

Record 2
{"formula": "C37H31IrO9P3Sb", "method": "ωB97M-V with the def2-TZVPD basis set", "s2": 0.756, "multiplicity": 2, "e_homo_ev": [-9.8519, -9.8532], "gap_ev": [5.879, 5.910], "energy_ha": -3474.3598, "total_charge": 1, "species": ["Ir", "O", "C", "O", "C", "C", "C", "C", "C", "C", "P", "C", "C", "C", "C", "C", "C", "C", "C", "C", "C", "C", "C", "H", "H", "H", "H", "H", "H", "H", "H", "H", "H", "H", "H", "H", "H", "O", "P", "O", "O", "O", "P", "O", "O", "O", "H", "H", "C", "C", "C", "C", "C", "C", "Sb", "C", "C", "C", "C", "C", "C", "C", "C", "C", "C", "C", "C", "H", "H", "H", "H", "H", "H", "H", "H", "H", "H", "H", "H", "H", "H", "H"], "xyz": [[1.34, -0.70, -0.09], [2.03, -1.55, 1.89], [1.88, -0.74, 2.77], [0.96, 0.24, 2.62], [2.60, -0.60, 4.05], [3.57, -1.46, 4.53], [4.19, -1.12, 5.73], [3.86, 0.06, 6.40], [2.91, 0.93, 5.89], [2.26, 0.58, 4.72], [1.05, 1.44, 3.72], [1.66, 2.90, 2.97], [0.75, 3.85, 2.52], [1.22, 4.94, 1.80], [2.58, 5.06, 1.54], [3.48, 4.11, 2.00], [3.03, 3.02, 2.71], [-0.59, 1.57, 4.36], [-1.65, 1.23, 3.53], [-2.95, 1.39, 4.00], [-3.16, 1.88, 5.28], [-2.10, 2.22, 6.10], [-0.80, 2.07, 5.65], [3.83, -2.36, 4.00], [4.94, -1.77, 6.14], [4.37, 0.31, 7.32], [2.68, 1.86, 6.41], [-0.31, 3.74, 2.70], [0.52, 5.68, 1.44], [2.94, 5.91, 0.97], [4.54, 4.22, 1.77], [3.73, 2.26, 3.05], [-1.48, 0.86, 2.52], [-3.78, 1.14, 3.36], [-4.18, 2.00, 5.64], [-2.28, 2.60, 7.10], [0.03, 2.34, 6.29], [3.86, 0.79, -1.61], [2.66, 1.62, -0.97], [2.82, 3.08, -1.12], [2.38, 1.01, 0.41], [1.36, 1.08, -1.81], [-0.18, 1.51, -1.31], [0.09, 2.91, -0.60], [-1.13, 1.53, -2.42], [-0.38, 0.48, -0.19], [4.39, 1.35, -2.20], [0.85, 3.40, -0.97], [-2.61, 0.10, -7.27], [-2.90, 1.04, -6.28], [-2.85, 0.67, -4.94], [-2.53, -0.63, -4.57], [-2.25, -1.56, -5.57], [-2.28, -1.20, -6.91], [-2.55, -1.15, -2.50], [-3.19, -3.17, -2.92], [-2.48, -4.32, -2.61], [-2.99, -5.58, -2.89], [-4.24, -5.71, -3.48], [-4.97, -4.57, -3.79], [-4.45, -3.32, -3.51], [-0.46, -1.72, -2.39], [0.44, -1.51, -3.40], [1.79, -1.90, -3.30], [2.26, -2.53, -2.18], [1.37, -2.74, -1.09], [0.04, -2.31, -1.18], [-2.64, 0.39, -8.31], [-3.15, 2.05, -6.55], [-3.05, 1.42, -4.18], [-2.02, -2.59, -5.31], [-2.06, -1.93, -7.67], [-1.49, -4.25, -2.17], [-2.41, -6.46, -2.65], [-4.63, -6.69, -3.70], [-5.94, -4.66, -4.25], [-5.04, -2.44, -3.77], [0.11, -1.04, -4.32], [2.45, -1.72, -4.14], [3.28, -2.87, -2.11], [1.66, -3.37, -0.26], [-0.66, -2.62, -0.41]], "mulliken_spin": [0.82, 0.03, -0.02, 0.03, 0.00, 0.00, 0.00, 0.00, 0.00, 0.00, 0.00, 0.00, 0.00, 0.00, 0.00, 0.00, 0.00, 0.00, 0.00, 0.00, 0.00, 0.00, 0.00, 0.00, 0.00, 0.00, 0.00, 0.00, 0.00, 0.00, 0.00, 0.00, 0.00, 0.00, 0.00, 0.00, 0.00, 0.00, 0.00, 0.00, 0.00, 0.05, 0.01, 0.00, 0.01, 0.06, 0.00, 0.00, 0.00, 0.00, 0.00, 0.00, 0.00, 0.00, 0.00, 0.00, 0.00, 0.00, 0.00, 0.00, 0.00, 0.03, -0.01, 0.01, 0.00, 0.01, -0.01, 0.00, 0.00, 0.00, 0.00, 0.00, 0.00, 0.00, 0.00, 0.00, 0.00, 0.00, 0.00, 0.00, 0.00, -0.01]}

***

Record 3
{"formula": "C19H29Cl2HfNO2", "method": "ωB97M-V with the def2-TZVPD basis set", "e_homo_ev": -0.5082, "gap_ev": 5.719, "energy_ha": -1915.1899, "total_charge": -2, "species": ["C", "C", "C", "C", "C", "C", "C", "C", "C", "C", "Hf", "Cl", "Cl", "O", "H", "H", "H", "H", "H", "H", "H", "H", "H", "H", "H", "H", "H", "H", "H", "H", "O", "H", "C", "N", "C", "C", "C", "C", "C", "C", "C", "C", "H", "H", "H", "H", "H", "H", "H", "H", "H", "H", "H", "H"], "xyz": [[-0.88, 3.01, -1.14], [-0.33, 2.35, -2.30], [1.08, 2.14, -2.05], [-0.96, 2.35, -3.65], [1.37, 2.66, -0.75], [0.18, 3.20, -0.20], [0.07, 3.89, 1.11], [-2.26, 3.54, -1.01], [2.08, 1.66, -3.02], [2.72, 2.74, -0.15], [-0.57, 0.27, -0.78], [0.14, -1.11, -2.62], [-2.80, 0.00, -1.74], [1.17, -0.26, 0.05], [-2.05, 2.46, -3.58], [-0.76, 1.41, -4.19], [-0.58, 3.19, -4.25], [1.67, 0.89, -3.68], [2.94, 1.23, -2.49], [2.46, 2.49, -3.64], [3.33, 1.87, -0.44], [2.66, 2.77, 0.95], [3.25, 3.64, -0.48], [0.76, 3.46, 1.84], [-0.95, 3.83, 1.51], [0.33, 4.96, 1.01], [-2.96, 2.97, -1.62], [-2.30, 4.60, -1.33], [-2.59, 3.49, 0.03], [1.98, 0.04, 0.47], [-1.41, 0.98, 0.86], [-1.45, 1.06, 1.83], [1.61, -2.17, 2.74], [1.52, -3.26, 1.82], [1.69, -4.58, 2.35], [0.85, -3.11, 0.55], [-0.64, -3.06, 0.68], [-1.35, -4.25, 0.97], [-2.69, -4.20, 1.36], [-3.34, -2.96, 1.43], [-2.62, -1.78, 1.09], [-1.36, -1.89, 0.58], [2.08, -2.52, 3.67], [0.63, -1.74, 2.98], [2.22, -1.35, 2.32], [0.79, -4.94, 2.88], [1.91, -5.28, 1.54], [2.51, -4.58, 3.08], [1.22, -2.17, 0.10], [1.14, -3.96, -0.09], [-0.80, -5.20, 0.91], [-3.23, -5.13, 1.58], [-4.38, -2.88, 1.74], [-3.11, -0.81, 1.18]], "mulliken_charge": [0.76, 0.69, 0.72, -1.64, 0.40, 0.97, -1.87, -2.01, -1.79, -1.69, 1.16, -0.55, -0.57, -0.63, 0.34, 0.28, 0.33, 0.29, 0.36, 0.30, 0.36, 0.37, 0.32, 0.37, 0.40, 0.26, 0.40, 0.26, 0.38, 0.03, -0.61, 0.09, -0.68, 0.23, -1.11, -1.17, 0.49, -0.53, -0.57, -0.51, -0.35, 0.40, 0.37, 0.24, 0.03, 0.33, 0.29, 0.36, 0.04, 0.43, 0.32, 0.29, 0.31, 0.29]}

***

Record 4
{"formula": "C23H13Br2Cl2CrF3NO4S4", "method": "ωB97M-V with the def2-TZVPD basis set", "s2": 3.853, "multiplicity": 4, "e_homo_ev": [-0.7611, -0.7746], "gap_ev": [4.412, 4.425], "energy_ha": -10245.4396, "total_charge": -2, "species": ["Cr", "Cl", "C", "C", "C", "C", "C", "Cl", "C", "S", "H", "H", "H", "C", "C", "C", "C", "C", "C", "Br", "C", "C", "Br", "C", "O", "C", "N", "H", "H", "H", "H", "H", "H", "S", "C", "C", "C", "C", "C", "C", "S", "H", "H", "H", "H", "F", "C", "F", "F", "S", "O", "O", "O"], "xyz": [[-0.31, -0.34, 0.10], [1.35, -2.35, 0.29], [0.85, -3.31, -1.09], [1.77, -4.23, -1.56], [1.43, -5.05, -2.61], [0.16, -4.94, -3.17], [-0.73, -4.00, -2.67], [-2.29, -3.93, -3.44], [-0.44, -3.12, -1.61], [-1.62, -1.99, -1.01], [2.75, -4.28, -1.10], [2.14, -5.77, -3.01], [-0.14, -5.56, -4.00], [2.72, 1.60, -0.17], [2.29, 1.35, 1.23], [2.99, 1.97, 2.30], [2.61, 1.78, 3.59], [1.51, 0.94, 3.87], [1.02, 0.63, 5.16], [1.86, 1.37, 6.71], [-0.04, -0.21, 5.33], [-0.68, -0.77, 4.22], [-2.14, -1.94, 4.50], [-0.29, -0.50, 2.91], [-0.85, -0.99, 1.87], [0.85, 0.37, 2.77], [1.25, 0.58, 1.48], [3.64, 2.19, -0.18], [1.95, 2.13, -0.72], [2.88, 0.66, -0.70], [3.83, 2.61, 2.05], [3.14, 2.25, 4.40], [-0.41, -0.45, 6.32], [-0.91, 1.88, -0.08], [-2.58, 2.43, -0.27], [-2.74, 3.73, -0.76], [-3.99, 4.30, -0.90], [-5.11, 3.55, -0.56], [-4.96, 2.26, -0.08], [-3.70, 1.65, 0.08], [-3.53, 0.05, 0.70], [-1.85, 4.29, -1.04], [-4.09, 5.31, -1.29], [-6.11, 3.97, -0.66], [-5.83, 1.68, 0.18], [3.24, -0.83, -3.09], [2.09, -0.76, -3.80], [2.42, -0.34, -5.03], [1.62, -2.00, -3.92], [0.88, 0.40, -3.02], [-0.30, 0.23, -3.81], [1.58, 1.65, -3.08], [0.82, -0.17, -1.66]], "mulliken_spin": [3.18, 0.01, 0.00, 0.00, 0.00, 0.00, 0.01, 0.00, -0.01, -0.05, 0.00, 0.00, 0.00, -0.01, 0.01, 0.00, 0.00, 0.00, 0.01, 0.00, 0.00, 0.00, 0.00, -0.03, -0.02, 0.02, -0.02, 0.00, 0.00, 0.00, 0.00, 0.00, 0.00, -0.14, 0.02, 0.00, 0.00, 0.00, 0.00, -0.02, 0.05, 0.00, 0.00, 0.00, 0.00, 0.00, 0.00, 0.00, 0.00, 0.00, 0.00, 0.00, -0.02]}

***

Across the entries above, energy above the lowest of the compared OMol25 structures with the same formula, charge and spin takes the values 0.00; 1.57; 0.00; 36.12 kcal/mol, respectively.